Model P:
A molecular structure, CH3Cl2NO2S, computed with wB97M-V/def2-TZVPD.

The HOMO-LUMO gap comes out at 0.410 Ha.

Last column: natural (NBO) charge in e.
CARTESIAN COORDINATES (ANGSTROEM)
C1 0.884 0.612 -0.600  -0.587
N1 -1.492 -0.242 0.573  -1.092
O1 -0.120 -1.862 -0.713  -0.915
O2 0.714 -0.958 1.439  -0.911
S1 0.003 -0.799 0.220  2.311
Cl1 2.488 -0.013 -0.833  0.048
Cl2 0.816 1.919 0.549  0.018
H1 0.525 1.217 -1.828  0.290
H2 -2.201 -0.284 -0.131  0.416
H3 -1.617 0.411 1.324  0.422

=====

Model Q:
2 unconnected molecules or ions with the total composition CH3Cl2NO2S, computed with wB97M-V/def2-TZVPD.

The HOMO-LUMO gap (alpha / beta) comes out at 0.245 / 0.245 Ha.

Last column: natural (NBO) charge in e.
CARTESIAN COORDINATES (ANGSTROEM)
C1 0.629 -1.644 0.688  -0.255
N1 0.574 1.083 0.025  -1.077
O1 0.118 0.322 2.321  -0.888
O2 2.392 0.073 1.347  -0.912
S1 0.985 0.080 1.195  2.280
Cl1 1.726 -2.843 0.684  0.295
Cl2 0.608 -1.209 -2.182  -0.534
H1 -0.331 -1.775 1.044  0.209
H2 -0.346 1.219 -0.254  0.419
H3 1.161 1.299 -0.874  0.463

=====

Unit: kcal/mol. Relative energies: model P 0.0; model Q 47.2.

=====

Model P:
12 unconnected molecules or ions with the total composition C48H118N2O12, computed with wB97M-V/def2-TZVPD.

The HOMO-LUMO gap comes out at 0.339 Ha.

Last column: Mulliken charge in e.
CARTESIAN COORDINATES (ANGSTROEM)
C1 2.885 3.118 2.977  -1.204
C2 4.344 3.647 2.711  2.298
C3 4.370 5.160 3.151  -1.985
C4 5.323 2.749 3.466  -1.787
C5 5.533 1.369 2.912  0.479
C6 5.902 1.507 1.441  -1.480
C7 4.900 2.370 0.642  2.198
C8 5.528 2.577 -0.720  -2.224
C9 3.587 1.675 0.445  0.200
N1 4.725 3.688 1.291  -0.377
O1 3.619 4.320 0.583  -0.198
H1 2.595 3.456 3.995  0.628
H2 2.165 3.508 2.315  0.152
H3 2.745 2.057 2.985  -0.235
H4 5.260 5.629 2.680  0.438
H5 3.429 5.623 2.849  0.345
H6 4.485 5.162 4.237  0.462
H7 6.281 3.273 3.551  0.363
H8 4.977 2.699 4.517  0.423
H9 6.342 0.894 3.481  0.534
H10 4.588 0.856 3.093  -0.514
H11 6.080 0.610 0.837  0.384
H12 6.876 2.015 1.458  0.372
H13 6.442 3.223 -0.669  0.476
H14 4.876 3.118 -1.389  0.349
H15 5.791 1.635 -1.207  0.312
H16 2.818 2.320 -0.055  0.172
H17 3.115 1.183 1.291  -0.519
H18 3.787 0.809 -0.200  -0.521
H19 3.926 5.213 0.399  0.323
C10 4.805 -5.328 -2.425  -1.869
C11 3.407 -4.941 -2.784  2.588
C12 2.840 -5.942 -3.851  -1.909
C13 2.527 -5.058 -1.549  -2.170
C14 2.916 -4.018 -0.506  -0.353
C15 2.453 -2.689 -1.184  -0.208
C16 3.336 -2.359 -2.393  2.390
C17 2.781 -1.134 -3.045  -1.913
C18 4.795 -2.094 -1.930  -1.525
N2 3.275 -3.577 -3.352  -0.105
O2 4.416 -3.403 -4.311  -0.557
H20 4.810 -5.912 -1.519  0.372
H21 5.298 -6.014 -3.139  0.398
H22 5.586 -4.573 -2.425  0.284
H23 2.077 -5.469 -4.476  0.406
H24 3.583 -6.319 -4.550  0.378
H25 2.322 -6.740 -3.332  0.438
H26 1.469 -4.970 -1.846  0.327
H27 2.698 -6.102 -1.190  0.608
H28 2.520 -4.183 0.471  0.406
H29 4.009 -4.052 -0.405  0.198
H30 2.546 -1.871 -0.469  -0.260
H31 1.412 -2.764 -1.574  0.079
H32 1.754 -1.432 -3.447  0.368
H33 3.375 -0.691 -3.804  0.703
H34 2.696 -0.410 -2.249  -0.060
H35 5.156 -2.863 -1.225  0.384
H36 4.781 -1.139 -1.341  -0.305
H37 5.485 -2.101 -2.712  0.629
H38 4.118 -3.579 -5.203  0.336
C19 -7.594 -1.489 1.117  -0.916
C20 -7.215 -1.918 -0.289  0.233
C21 -6.502 -0.875 -1.064  -0.388
O3 -6.435 -3.137 -0.369  -0.570
H39 -8.272 -0.624 1.007  0.468
H40 -6.726 -1.238 1.726  -0.214
H41 -8.097 -2.319 1.566  0.374
H42 -8.118 -2.153 -0.873  0.353
H43 -6.317 -1.267 -2.102  0.287
H44 -5.512 -0.585 -0.653  -0.379
H45 -7.180 0.017 -1.074  0.417
H46 -5.550 -2.991 -0.007  0.310
C22 -4.174 3.708 -0.364  -1.137
C23 -5.243 2.755 0.162  1.907
C24 -4.987 2.487 1.608  -1.291
O4 -6.532 3.237 0.065  -0.628
H47 -3.174 3.317 -0.296  -0.210
H48 -4.182 4.672 0.157  0.491
H49 -4.367 3.956 -1.397  0.398
H50 -5.126 1.839 -0.406  -0.809
H51 -5.613 1.689 1.946  0.455
H52 -5.214 3.359 2.206  0.529
H53 -3.940 2.241 1.827  -0.065
H54 -6.719 3.958 0.666  0.382
C25 -1.283 -3.722 -1.006  -1.144
C26 -2.817 -3.647 -0.776  0.621
C27 -3.547 -4.941 -1.028  -1.480
O5 -3.117 -3.143 0.527  0.070
H55 -0.929 -4.588 -0.492  0.355
H56 -0.873 -2.809 -0.651  -0.102
H57 -0.993 -3.809 -2.074  0.497
H58 -3.221 -2.873 -1.472  -0.066
H59 -4.618 -4.723 -1.009  0.377
H60 -3.525 -5.651 -0.216  0.391
H61 -3.337 -5.350 -2.006  0.416
H62 -2.857 -3.916 1.072  0.175
C28 0.797 2.754 -6.370  -1.563
C29 0.150 2.313 -5.034  1.223
C30 1.285 1.995 -4.093  -0.130
O6 -0.722 3.352 -4.459  -0.761
H63 0.077 3.289 -7.026  0.384
H64 1.181 1.832 -6.825  0.391
H65 1.615 3.416 -6.173  0.360
H66 -0.443 1.424 -5.163  -0.143
H67 0.958 1.682 -3.128  -1.001
H68 1.948 2.830 -3.943  0.370
H69 1.938 1.195 -4.526  0.394
H70 -1.525 2.884 -4.378  0.114
C31 -2.824 -2.606 4.180  -0.890
C32 -3.982 -1.755 4.534  0.661
C33 -4.880 -1.541 3.317  -1.315
O7 -4.541 -2.374 5.683  -0.601
H71 -2.120 -2.089 3.541  -0.265
H72 -3.114 -3.492 3.625  0.431
H73 -2.305 -3.065 5.005  0.494
H74 -3.574 -0.758 4.800  0.106
H75 -4.184 -1.393 2.510  0.191
H76 -5.649 -0.771 3.365  0.602
H77 -5.427 -2.470 3.193  0.321
H78 -5.120 -1.792 6.120  0.357
C34 -3.493 -0.097 -5.914  -1.594
C35 -3.220 0.710 -4.668  1.001
C36 -4.328 0.637 -3.654  -0.859
O8 -1.986 0.180 -4.127  -0.624
H79 -3.644 -1.143 -5.569  0.310
H80 -2.689 -0.027 -6.691  0.361
H81 -4.446 0.213 -6.381  0.381
H82 -3.067 1.790 -4.949  0.089
H83 -4.471 -0.364 -3.208  -0.049
H84 -5.277 1.029 -4.127  0.560
H85 -4.148 1.352 -2.840  -0.046
H86 -2.054 0.365 -3.188  0.171
C37 -0.429 1.643 4.070  -0.885
C38 0.215 0.828 5.171  0.991
C39 -0.416 1.055 6.538  -1.772
O9 0.088 -0.586 4.832  -0.411
H87 0.038 1.619 3.127  -0.112
H88 -0.522 2.724 4.320  0.497
H89 -1.495 1.373 3.925  0.259
H90 1.299 1.064 5.333  0.247
H91 -1.512 1.029 6.558  0.309
H92 -0.194 2.007 7.042  0.410
H93 -0.025 0.302 7.258  0.394
H94 -0.791 -0.768 4.478  0.028
C40 -0.423 4.818 0.427  -0.904
C41 -0.329 5.010 -1.123  0.910
C42 0.993 5.524 -1.591  -1.354
O10 -0.745 3.717 -1.710  -0.188
H95 -1.427 4.549 0.772  0.177
H96 -0.211 5.764 0.925  0.587
H97 0.257 4.054 0.865  -0.229
H98 -1.117 5.705 -1.412  0.227
H99 1.152 5.403 -2.641  0.417
H100 1.887 5.104 -1.108  -0.046
H101 0.976 6.579 -1.442  0.532
H102 -0.674 3.732 -2.694  0.064
C43 1.470 -3.179 3.073  -0.304
C44 2.566 -2.217 3.604  0.730
C45 3.922 -2.678 3.118  -1.330
O11 2.355 -0.868 3.201  -0.006
H103 1.544 -3.175 2.015  -0.330
H104 0.443 -2.828 3.362  -0.229
H105 1.562 -4.210 3.363  0.569
H106 2.514 -2.148 4.681  0.281
H107 3.999 -2.508 2.047  0.090
H108 4.128 -3.728 3.227  0.424
H109 4.754 -2.105 3.598  0.316
H110 1.491 -0.577 3.553  -0.193
C46 0.315 0.686 -0.393  1.480
C47 -1.126 0.312 -0.564  0.898
C48 -1.752 -0.164 0.727  -0.645
O12 -1.867 1.375 -1.147  0.923
H111 0.414 1.478 0.380  -0.133
H112 0.853 0.966 -1.287  -1.495
H113 0.861 -0.158 0.039  0.173
H114 -1.202 -0.501 -1.288  -0.145
H115 -1.186 -0.945 1.250  0.156
H116 -2.737 -0.631 0.549  -0.247
H117 -1.916 0.644 1.475  -0.184
H118 -1.346 2.201 -1.270  -0.404

=====

Model Q:
12 unconnected molecules or ions with the total composition C48H118N2O12, computed with wB97M-V/def2-TZVPD.

The HOMO-LUMO gap comes out at 0.335 Ha.

Last column: Mulliken charge in e.
CARTESIAN COORDINATES (ANGSTROEM)
C1 11.493 14.902 11.886  -1.487
C2 12.050 16.370 12.058  2.327
C3 11.727 16.886 13.483  -1.511
C4 13.562 16.446 11.858  1.380
C5 13.902 16.552 10.375  -0.700
C6 13.142 17.685 9.634  -1.060
C7 11.622 17.509 9.733  1.669
C8 10.949 18.746 9.154  -1.873
C9 11.070 16.359 8.895  -1.890
N1 11.325 17.403 11.168  0.342
O1 9.901 17.325 11.451  -0.494
H1 11.914 14.319 12.721  0.036
H2 10.428 14.835 11.970  0.518
H3 11.850 14.377 11.014  0.152
H4 12.203 17.811 13.592  0.157
H5 10.698 17.087 13.713  0.642
H6 12.161 16.157 14.167  -0.252
H7 13.735 17.419 12.362  -0.570
H8 14.131 15.658 12.316  -1.302
H9 14.990 16.790 10.261  0.385
H10 13.702 15.613 9.847  0.376
H11 13.582 17.659 8.626  0.428
H12 13.527 18.627 10.163  0.152
H13 11.150 19.512 9.914  0.345
H14 9.895 18.715 8.993  0.376
H15 11.402 18.903 8.148  0.410
H16 10.033 16.170 9.081  0.418
H17 11.519 15.404 8.980  0.328
H18 11.109 16.617 7.802  0.430
H19 9.559 16.590 10.943  0.350
C10 16.324 8.058 11.398  -2.092
C11 15.781 9.396 11.944  1.777
C12 14.247 9.322 11.854  -1.464
C13 16.215 9.570 13.361  -1.724
C14 15.997 11.028 13.932  0.049
C15 16.931 11.919 13.100  -1.061
C16 16.459 11.875 11.632  2.064
C17 15.130 12.600 11.434  -1.643
C18 17.547 12.531 10.796  -1.850
N2 16.495 10.465 11.161  0.179
O2 15.974 10.389 9.867  -0.527
H20 17.406 8.075 11.453  0.470
H21 16.074 7.215 12.013  0.413
H22 16.069 7.923 10.359  0.420
H23 13.724 10.207 12.277  0.194
H24 13.887 9.124 10.828  0.335
H25 14.016 8.401 12.434  0.438
H26 15.623 8.985 14.029  0.521
H27 17.246 9.245 13.437  0.308
H28 14.945 11.337 13.857  0.097
H29 16.221 11.073 15.015  0.387
H30 17.973 11.487 13.156  0.468
H31 16.942 12.988 13.441  -0.278
H32 15.170 13.660 11.648  0.388
H33 14.410 12.278 12.207  0.171
H34 14.596 12.524 10.495  0.407
H35 17.111 12.591 9.788  0.454
H36 18.453 11.886 10.949  0.491
H37 17.669 13.551 11.180  0.183
H38 16.664 9.997 9.312  0.367
C19 9.493 18.093 19.759  -1.696
C20 10.036 17.509 18.490  0.887
C21 10.360 18.544 17.443  -0.782
O3 11.237 16.705 18.780  0.492
H39 9.333 17.248 20.387  0.395
H40 8.533 18.584 19.586  0.450
H41 10.098 18.856 20.224  0.187
H42 9.300 16.807 18.115  0.202
H43 10.499 18.115 16.408  -0.226
H44 11.361 18.901 17.664  0.064
H45 9.671 19.321 17.397  0.569
H46 12.031 17.195 18.933  -0.221
C22 11.669 11.768 19.529  -1.830
C23 11.278 13.267 19.544  0.890
C24 11.657 13.884 20.870  -1.444
O4 12.032 13.886 18.359  -0.206
H47 12.704 11.744 19.824  0.432
H48 11.616 11.284 18.544  0.349
H49 11.002 11.226 20.198  0.435
H50 10.258 13.505 19.232  0.392
H51 11.074 13.410 21.659  0.496
H52 11.543 14.966 20.795  0.202
H53 12.678 13.596 21.133  0.225
H54 11.586 14.771 18.405  -0.067
C25 17.037 19.794 11.720  -1.719
C26 16.532 18.976 12.863  2.279
C27 17.228 17.658 13.008  -0.904
O5 16.698 19.695 14.111  -0.422
H55 16.477 20.728 11.599  0.347
H56 16.929 19.210 10.792  0.421
H57 18.081 20.029 11.881  0.375
H58 15.495 18.705 12.689  -1.114
H59 16.918 17.185 13.961  -0.356
H60 18.349 17.618 13.003  0.449
H61 16.923 16.905 12.275  0.406
H62 16.276 20.543 13.909  0.156
C28 9.291 11.927 15.862  -1.576
C29 9.953 13.258 15.356  0.642
C30 9.316 14.439 16.100  -0.678
O6 11.403 13.268 15.532  -0.161
H63 9.367 11.928 16.922  0.269
H64 9.783 11.045 15.459  0.366
H65 8.274 11.841 15.475  0.446
H66 9.707 13.338 14.277  0.184
H67 9.713 15.350 15.610  -0.003
H68 9.534 14.411 17.162  -0.029
H69 8.239 14.324 15.886  0.528
H70 11.548 13.484 16.498  0.168
C31 18.839 18.712 18.483  -0.949
C32 17.955 19.255 17.369  1.726
C33 17.467 20.682 17.591  -0.844
O7 18.582 19.166 16.110  -0.618
H71 19.804 19.179 18.229  0.494
H72 19.013 17.619 18.411  -0.195
H73 18.431 18.929 19.504  0.196
H74 17.094 18.579 17.431  -0.613
H75 16.795 20.967 16.685  -0.115
H76 18.241 21.442 17.570  0.355
H77 16.909 20.780 18.540  0.205
H78 17.946 19.321 15.386  0.396
C34 13.326 21.867 15.592  -1.542
C35 13.754 21.069 14.328  2.014
C36 12.640 21.065 13.265  -1.407
O8 14.989 21.587 13.804  -0.559
H79 13.354 22.979 15.440  0.384
H80 13.980 21.539 16.371  0.394
H81 12.262 21.635 15.807  0.354
H82 14.071 20.088 14.572  -0.805
H83 12.401 22.123 13.005  0.405
H84 11.706 20.713 13.725  0.366
H85 12.892 20.477 12.381  0.170
H86 15.267 22.515 14.026  0.242
C37 13.210 19.531 21.902  -1.605
C38 13.256 19.365 20.390  0.745
C39 14.390 20.093 19.738  -1.072
O9 13.304 17.964 20.058  -0.123
H87 12.271 19.101 22.254  0.364
H88 13.223 20.601 22.122  0.428
H89 14.080 19.058 22.429  0.237
H90 12.309 19.661 19.953  0.221
H91 14.429 19.725 18.722  0.047
H92 15.374 19.816 20.252  0.184
H93 14.257 21.165 19.847  0.602
H94 14.214 17.604 19.991  -0.115
C40 19.134 15.462 15.265  -0.585
C41 19.378 14.191 16.057  0.471
C42 20.431 14.393 17.150  -1.279
O10 18.108 13.747 16.563  -0.292
H95 18.592 16.110 15.930  -0.128
H96 18.532 15.179 14.422  -0.002
H97 20.044 15.937 14.987  0.582
H98 19.671 13.409 15.359  0.193
H99 20.707 13.632 17.824  0.426
H100 20.074 15.244 17.754  0.146
H101 21.372 14.698 16.600  0.359
H102 18.238 12.944 17.053  0.177
C43 14.852 15.039 20.936  -1.148
C44 16.023 16.008 20.813  0.694
C45 17.354 15.359 20.632  -1.550
O11 15.724 16.891 19.683  0.067
H103 15.035 14.234 21.679  0.526
H104 14.659 14.495 20.029  0.166
H105 13.950 15.611 21.288  0.244
H106 16.142 16.648 21.715  0.245
H107 18.087 16.188 20.613  0.298
H108 17.333 14.810 19.726  0.257
H109 17.709 14.710 21.417  0.465
H110 16.024 16.561 18.831  -0.523
C46 14.115 16.752 16.564  1.140
C47 14.799 15.432 16.534  0.211
C48 15.016 14.927 15.108  0.468
O12 16.084 15.594 17.139  0.576
H111 14.678 17.466 15.903  -0.447
H112 14.034 17.205 17.600  -0.753
H113 13.115 16.691 16.122  -0.184
H114 14.231 14.722 17.126  -0.102
H115 14.061 14.671 14.623  -0.146
H116 15.651 13.997 15.152  0.445
H117 15.597 15.638 14.531  -0.779
H118 16.627 14.814 16.915  -0.498

=====

Unit: kcal/mol. Relative energies: model P 9.0; model Q 0.0.